# 1
Here is 2 unconnected molecules or ions with the total composition C23H17N2O2S in a non-equilibrium geometry from the OMol25 dataset. Energies are from ωB97M-V/def2-TZVPD.

```
45
Properties=species:S:1:pos:R:3
S 0.6123 -0.9119 -2.8407
O 1.3426 -1.9356 -3.5632
O 0.7164 0.4900 -3.2046
N -2.4010 2.8639 -1.8059
N -3.6326 3.5900 2.0994
C -2.0565 2.6151 -0.7052
C -3.8027 -1.8356 -3.7978
C 3.6342 -2.3088 1.1425
C 0.9567 2.6517 4.6196
C 0.8828 -1.1615 -1.1288
C -0.5593 2.0413 1.2054
C -1.1201 -1.3406 -3.1805
C -1.3896 1.6175 3.5324
C 4.6553 -1.2181 -0.7810
C 4.7742 -1.8211 0.4841
C -1.2148 1.6103 4.9135
C -3.4336 -0.6361 -3.1865
C -0.3873 2.0713 2.6507
C -1.4831 -2.5328 -3.8181
C 2.3792 -2.1372 0.5612
C -1.7535 2.4719 0.6837
C -2.7923 3.0483 1.4837
C -2.0955 -0.3949 -2.8851
C 0.7868 2.5990 3.2331
C -0.0286 2.1165 5.4637
C 3.4073 -1.0426 -1.3620
C 2.2171 -1.4235 -0.6686
C -2.8237 -2.7774 -4.1258
H 5.5381 -0.8986 -1.3363
H -4.1725 0.1242 -2.9381
H -2.3409 1.2745 3.1313
H 1.4794 -2.6024 0.9642
H 5.7591 -1.9031 0.9477
H 0.2683 1.7777 0.5536
H 1.5277 3.0346 2.5721
H -0.7270 -3.2681 -4.0729
H -3.1082 -3.7080 -4.6176
H -1.8065 0.5452 -2.4256
H 1.8431 3.1299 5.0505
H 0.0233 -1.6217 -0.6534
H 3.7240 -2.8350 2.0956
H 3.3567 -0.6828 -2.3870
H -2.0155 1.2421 5.5666
H -4.8498 -2.0344 -4.0196
H 0.1098 2.1166 6.5495
```

For the gap between HOMO and LUMO, the calculation gives 4.02 eV. The value obtained for the LUMO energy is 1.14 eV. Its charge is -1.



# 2
Here is a molecular structure, C23H17N3OOsS5 in a non-equilibrium geometry from the OMol25 dataset. Energies are from ωB97M-V/def2-TZVPD.

```
50
Properties=species:S:1:pos:R:3
Os 1.5259 0.4347 -1.6192
S 2.9022 0.5267 5.6831
S 3.8068 0.4466 -1.7515
S 2.0405 2.6360 -1.7860
S -3.3019 0.7854 -4.5668
S 4.9879 3.2219 -1.4601
O 1.2820 -1.6965 -1.9392
N -0.5432 0.6051 -1.1578
N 1.3757 0.4171 0.7541
N -0.4418 -2.7420 -2.9431
C -2.2860 0.5264 0.5156
C -4.9063 0.8004 -5.1254
C -5.8104 0.7832 -4.1023
C 3.7557 2.2143 -1.6802
C 1.0478 -4.0197 -1.5153
C 4.5420 0.5037 3.6619
C 5.3286 0.5677 4.7888
C -2.6349 0.4621 1.9122
C -0.2922 0.4062 2.5140
C 2.0715 0.4213 3.0442
C -5.1878 0.7493 -2.8389
C 2.3282 0.4136 1.6403
C 0.6215 -2.7314 -2.1428
C -3.8146 0.7464 -2.9128
C -0.9293 0.5107 0.1485
C 4.5668 0.5873 5.9614
C 0.0739 0.4361 1.1491
C 0.7286 0.3961 3.4521
C -2.8626 0.6885 -1.8232
C -1.4704 0.7142 -2.0867
C -3.2460 0.6068 -0.4924
C -1.6876 0.4077 2.8672
C 3.1579 0.4712 3.9575
H 4.9475 0.4853 2.6613
H -3.6835 0.4722 2.1791
H -5.1052 0.8318 -6.1848
H -0.6942 -1.9180 -3.4659
H 4.9426 0.6383 6.9736
H -6.8785 0.7969 -4.2554
H -4.2938 0.6208 -0.2239
H -1.1106 0.8535 -3.1004
H 0.3294 -4.8218 -1.6630
H 0.4723 0.3816 4.5052
H 3.3397 0.4182 1.2512
H 2.0051 -4.3092 -1.9501
H 1.2116 -3.8595 -0.4511
H -5.7446 0.7376 -1.9130
H 6.4076 0.6017 4.7835
H -1.9577 0.3752 3.9145
H -0.9161 -3.6011 -3.1668
```

Its expectation value of S² is 6.029. For the gap between HOMO and LUMO (alpha / beta), the calculation gives 5.95 / 3.39 eV. The value obtained for the LUMO energy (alpha / beta) is -6.75 / -9.31 eV. Its charge is +2. As for the spin multiplicity: 5.



# 3
Here is 2 unconnected molecules or ions with the total composition C23H17NO3 in a non-equilibrium geometry from the OMol25 dataset. Energies are from ωB97M-V/def2-TZVPD.

```
44
Properties=species:S:1:pos:R:3
O -1.3887 -2.7060 2.3600
O 1.3775 1.8685 -3.2983
O 3.1750 -2.1390 1.6625
N 0.8219 -2.0862 1.8226
C 0.4818 -0.0195 1.9337
C 0.8788 0.3009 -5.0533
C -0.0593 -0.3223 -5.8613
C 1.1926 1.4380 -1.9773
C 2.0725 -2.7119 1.8563
C -1.3909 0.1416 -5.8864
C -1.6101 1.2429 2.5102
C 0.2434 1.8272 0.2080
C 1.3631 -0.2718 -0.3166
C -0.2026 -2.9588 2.1820
C 0.4797 -4.3073 2.3064
C 0.4732 1.3690 -4.2594
C -1.7605 1.2613 -5.1227
C 0.5658 2.3062 -1.0782
C -1.9975 1.7184 4.8633
C 0.6327 0.5010 0.6170
C -1.0425 0.7363 5.2226
C -0.8253 1.9103 -4.3173
C -0.3289 0.0826 4.2388
C -0.4915 0.4234 2.8675
C -2.2720 1.9616 3.5044
C 1.6473 0.1514 -1.6211
C 1.8064 -4.1545 2.1297
H -2.4856 2.3127 5.6562
H 0.3362 3.3274 -1.3806
H -0.8481 0.5364 6.2817
H -1.9265 1.2938 1.4723
H 1.7060 -1.2411 0.0032
H -1.0710 2.8032 -3.7461
H 0.2497 -1.1677 -6.4712
H 2.6275 -4.8643 2.1638
H -2.9741 2.7455 3.2275
H 1.3268 -0.6329 2.3589
H 1.9228 -0.0180 -4.9898
H -2.1204 -0.3663 -6.5071
H 2.2104 -0.4629 -2.3066
H -0.1005 -5.2010 2.5235
H 0.3681 -0.7266 4.4886
H -2.7884 1.6303 -5.1583
H -0.2748 2.4680 0.8911
```

For the gap between HOMO and LUMO, the calculation gives 7.34 eV. For the energy above the lowest of the compared OMol25 structures with the same formula, charge and spin, the calculation gives 115.3 kJ/mol. The value obtained for the LUMO energy is -1.18 eV. Its charge is 0.



# 4
Here is a molecular structure, C23H18F10N4Pt from the OMol25 dataset. Energies are from ωB97M-V/def2-TZVPD.

```
56
Properties=species:S:1:pos:R:3
Pt -0.4873 0.2251 -0.2805
F 2.2841 4.6924 -4.6493
F -1.3648 1.8059 -4.6724
F 3.9673 1.4741 2.4343
F 1.8818 1.0075 0.8423
F 3.6977 1.3280 5.1141
F 0.7644 2.9881 -0.5884
F 1.3301 0.6794 6.2275
F 2.5079 4.5030 -1.9724
F -0.7802 0.1584 4.7075
F 0.3677 3.3643 -5.9868
N -1.2179 1.6403 -1.7960
N 0.5135 -1.6466 -0.1487
N -2.6755 -0.0170 -0.0881
N -0.5923 0.3895 1.8446
C -2.9400 0.6121 1.2305
C -2.4514 1.0404 -2.3356
C -0.3824 2.3339 -2.5608
C 2.9239 -5.2057 -0.1929
C 1.5892 -3.4359 1.0070
C 1.5582 3.8369 -2.5964
C 0.6734 3.0544 -1.9093
C 2.7975 1.1718 2.9597
C 2.0860 -3.9652 -0.1842
C -1.9726 0.1759 2.3101
C -0.4529 2.4812 -3.9871
C 0.4336 3.2611 -4.6783
C 2.6641 1.1018 4.3499
C 0.3472 0.5295 4.1164
C -3.0412 -1.4487 -0.1144
C 1.7515 -3.2943 -1.3558
C -3.3728 0.7461 -1.1677
C 1.7125 0.9270 2.1632
C 0.4205 0.6099 2.6881
C 0.9735 -2.1588 -1.3035
C 1.4427 3.9484 -3.9883
C 1.4331 0.7737 4.9201
C 0.8213 -2.2959 0.9887
H -2.8780 -1.8348 -1.1190
H -3.7269 1.6830 -0.7414
H -2.4119 -2.0081 0.5744
H 0.4159 -1.8842 1.9008
H -2.9520 1.7236 -3.0207
H -4.0914 -1.5761 0.1574
H 0.7004 -1.6306 -2.2087
H 2.0943 -3.6543 -2.3161
H -2.8450 1.6888 1.0912
H -3.9664 0.4030 1.5485
H 2.3308 -6.0580 0.1422
H -2.0957 -0.8777 2.5789
H -2.1907 0.7615 3.2002
H -4.2495 0.1883 -1.5008
H 3.7646 -5.1027 0.4932
H 3.3077 -5.4241 -1.1861
H -2.2163 0.1282 -2.8941
H 1.7985 -3.9172 1.9531
```

Its expectation value of S² is 6.082. For the gap between HOMO and LUMO (alpha / beta), the calculation gives 8.84 / 6.95 eV. The value obtained for the LUMO energy (alpha / beta) is -5.37 / -8.50 eV. Its charge is +2. As for the spin multiplicity: 5.



# 5
Here is a molecular structure, C23H18F6I2N2OPdSb from the OMol25 dataset. Energies are from ωB97M-V/def2-TZVPD.

```
54
Properties=species:S:1:pos:R:3
I 5.3638 5.1255 0.9174
I -0.5412 4.8386 0.3968
Sb 0.7366 -3.3058 -2.3364
Pd 0.0277 -0.3414 -0.7752
F 0.6491 -3.4569 -4.1815
F -1.1089 -3.5042 -2.0727
F 2.5093 -2.6230 -2.4368
F 0.2885 -1.3342 -2.5461
F 0.9032 -2.9237 -0.4579
F 1.1345 -5.0891 -2.0233
O 0.5176 2.4030 -1.3206
N 0.2059 0.4086 1.1248
N 2.1719 -0.2566 -0.6784
C -2.0548 -2.4498 0.6675
C -4.7685 -2.6961 0.1447
C -4.6676 -0.7759 -1.3645
C 1.4696 0.3391 1.5992
C 0.7935 1.4559 3.6069
C 2.4439 4.7413 0.5480
C -0.7539 0.9785 1.8617
C -3.9281 0.2223 -2.0010
C -2.7907 -3.4752 1.2560
C -2.5762 0.3476 -1.7494
C -4.1470 -3.5996 0.9966
C 2.7929 2.1605 -0.7250
C -1.9003 -0.5111 -0.8605
C -0.4992 1.5102 3.1121
C 3.7042 4.1459 0.3325
C 1.7882 0.8678 2.8380
C -2.6519 -1.5211 -0.1978
C 3.8563 2.8385 -0.2629
C 1.4501 2.8253 -0.6873
C 2.4790 -0.4067 0.7586
C -4.0438 -1.6550 -0.4641
C 1.3240 4.1040 0.1074
C 2.9232 0.8137 -1.3712
H -2.2888 -4.1811 1.9034
H 2.8033 0.7945 3.2054
H -2.0053 1.1147 -2.2609
H 3.9840 0.5535 -1.4101
H -4.7247 -4.3980 1.4411
H 2.4018 -1.4706 0.9932
H -5.8256 -2.7985 -0.0678
H -1.7428 0.9943 1.4256
H 2.5504 0.8640 -2.3970
H -0.9906 -2.3939 0.8572
H 1.0249 1.8587 4.5840
H 4.8537 2.4232 -0.3338
H 3.4957 -0.0863 0.9987
H -5.7242 -0.8780 -1.5778
H -4.4235 0.8830 -2.6996
H 2.4298 -1.1246 -1.1581
H 2.3849 5.6934 1.0576
H -1.3037 1.9508 3.6834
```

Its expectation value of S² is 0.776. For the gap between HOMO and LUMO (alpha / beta), the calculation gives 4.34 / 5.18 eV. The value obtained for the LUMO energy (alpha / beta) is -9.70 / -9.70 eV. Its charge is +2. As for the spin multiplicity: 2.



# 6
Here is a molecular structure, C23H19ClF3NO2PPt from the OMol25 dataset. Energies are from ωB97M-V/def2-TZVPD.

```
51
Properties=species:S:1:pos:R:3
Pt 0.1875 -0.4743 1.2816
Cl -0.2430 -0.6157 -1.5456
P -1.9298 0.4615 0.8905
F 1.8326 1.5039 5.2952
F 0.5250 2.9378 4.3262
F 2.6085 2.7916 3.7399
O 0.6129 -0.0145 3.4346
O 1.2262 1.3886 1.8637
N -0.2955 -2.5029 1.1536
C -1.9134 -1.1200 -1.3917
C -3.7487 -2.3924 -2.2264
C -2.6822 -0.6401 -0.3339
C -2.7804 -0.3737 3.3787
C -3.6239 -0.3676 4.4781
C 1.1259 1.0716 3.0739
C -0.5819 -3.6046 1.0496
C -1.9182 2.1079 0.1759
C -1.3723 4.4344 0.4460
C -1.0052 -4.9915 0.8902
C -4.0033 -1.0707 -0.2342
C -3.0140 0.5047 2.3217
C -4.9219 1.3996 3.4793
C -2.4259 -1.9856 -2.3393
C -2.4534 -5.0801 0.3980
C -4.5345 -1.9397 -1.1759
C -1.4071 3.1480 0.9548
C -2.3855 2.3612 -1.1116
C -1.8372 4.6857 -0.8388
C 1.5545 2.0913 4.1410
C -4.6933 0.5161 4.5261
C -4.0828 1.3996 2.3765
C -2.3421 3.6532 -1.6149
H -1.0377 2.9557 1.9548
H -1.8044 5.6916 -1.2354
H -5.7487 2.0953 3.5254
H -0.9766 5.2395 1.0501
H -4.1618 -3.0654 -2.9657
H -3.1353 -4.6165 1.1089
H -4.6158 -0.7217 0.5873
H -2.7300 -6.1260 0.2870
H -1.8011 -2.3296 -3.1520
H -5.5644 -2.2583 -1.0903
H -5.3449 0.5255 5.3897
H -0.3128 -5.4631 0.1910
H -2.7057 3.8517 -2.6140
H -4.2506 2.0989 1.5666
H -2.7872 1.5619 -1.7211
H -3.4371 -1.0401 5.3044
H -0.8771 -5.4847 1.8550
H -2.5675 -4.5867 -0.5663
H -1.9261 -1.0397 3.3551
```

Its expectation value of S² is 2.006. For the gap between HOMO and LUMO (alpha / beta), the calculation gives 8.41 / 7.68 eV. For the energy above the lowest of the compared OMol25 structures with the same formula, charge and spin, the calculation gives 0.0 kJ/mol. The value obtained for the LUMO energy (alpha / beta) is -2.54 / -4.57 eV. Its charge is +1. As for the spin multiplicity: 3.



# 7
Here is 2 unconnected molecules or ions with the total composition C23H19F18NO4 in a non-equilibrium geometry from the OMol25 dataset. Energies are from ωB97M-V/def2-TZVPD.

```
65
Properties=species:S:1:pos:R:3
F 6.8164 -6.3895 3.8348
F 7.3314 -2.4054 3.4037
F 4.4336 -5.9358 2.5428
F 7.1351 -0.4949 4.4170
F -1.5362 2.5910 -6.1643
F 5.1726 -2.1420 5.2718
F 2.3876 1.8092 0.6595
F 5.9461 -4.4392 2.1656
F 4.4775 -0.4707 4.0748
F 6.5173 -4.5798 5.0137
F 0.4148 2.5222 1.1194
F -3.1857 1.1297 -5.9120
F -0.7704 1.9342 -3.5802
F 1.0494 1.6777 -1.4768
F 0.6950 0.9575 3.1543
F 2.3833 -0.0186 2.2278
F 1.4656 -0.2968 -0.6980
F 0.3956 -0.7017 1.7795
O -1.6814 0.9406 1.4940
O 4.1918 -3.9826 3.5046
O -2.2632 5.1825 -1.4250
O -3.1235 -1.6595 -2.0724
N -6.2338 -1.1780 -1.4696
C -2.0066 1.5555 -5.4748
C -5.6955 -0.4459 -2.3448
C 6.5475 -1.3218 3.5206
C -2.7217 -0.5618 -1.7539
C -0.7912 0.4649 -0.6842
C -4.0684 3.6418 -0.8271
C 5.1340 -1.6615 4.0115
C 4.2690 -2.6020 3.1356
C -1.1698 -0.4319 -4.1890
C 1.1043 1.4107 0.8290
C -3.1366 1.3197 -0.3306
C 0.6707 0.7931 -0.5259
C 5.8864 -5.5243 4.2987
C -1.3447 1.0403 -4.4209
C -3.8282 2.5279 0.2239
C 5.1227 -4.9227 3.1112
C -3.3502 4.9696 -0.5261
C -1.8357 0.9202 0.2950
C -4.8866 0.8157 -2.0786
C -3.6029 0.5743 -1.3397
C -0.4456 -0.7833 -2.8697
C 1.1202 0.3952 2.0291
C -1.2462 -0.2489 -1.7195
H -2.9827 5.0306 0.4909
H -5.1274 3.8582 -0.9412
H -4.0432 5.7955 -0.6899
H 5.1955 -6.0555 4.9564
H -2.1412 -0.9185 -4.2475
H -5.8135 -0.7435 -3.3829
H 3.2462 -2.2556 3.2702
H 0.5442 -0.3578 -2.9243
H -0.4290 -1.8677 -2.8260
H -4.6231 1.2522 -3.0411
H -5.5280 1.4908 -1.5248
H -3.2691 2.9652 1.0420
H -3.7234 3.2953 -1.7981
H -4.7938 2.2270 0.6247
H -6.0288 -0.7918 -0.5421
H 4.4765 -2.4762 2.0734
H -0.5847 -0.8197 -5.0189
H -2.6220 5.2051 -2.3120
H 6.5036 -0.8085 2.5561
```

For the gap between HOMO and LUMO, the calculation gives 7.99 eV. The value obtained for the LUMO energy is -1.50 eV. Its charge is 0.



# 8
Here is a molecular structure, C23H19F5N7RbS7 in a non-equilibrium geometry from the OMol25 dataset. Energies are from ωB97M-V/def2-TZVPD.

```
62
Properties=species:S:1:pos:R:3
Rb -17.0954 -9.2082 -3.2902
S -20.7365 -9.0841 0.6136
S -15.1685 -6.2265 1.2215
S -14.7933 -13.5284 -0.3623
S -20.4418 -14.1432 -3.3172
S -20.0817 -8.4247 -5.5148
S -16.4804 -5.7651 -4.4069
S -14.1778 -7.6628 -4.3435
F -22.4330 -9.7052 -6.7668
F -23.6268 -9.0432 -9.0482
F -20.2340 -5.6840 -9.6947
F -19.4714 -5.9914 -7.1666
F -22.6848 -6.8986 -10.6209
N -14.0771 -5.2050 -5.1916
N -18.9252 -8.5439 -1.2544
N -14.0287 -6.6366 -1.2266
N -16.0166 -11.9701 -2.0434
N -18.5826 -12.3142 -3.5574
N -16.2261 -7.3907 -0.9831
N -20.8603 -9.8300 -1.9179
C -18.0811 -13.2726 -2.6541
C -20.9162 -7.8926 -6.8142
C -22.6548 -8.2202 -8.5962
C -14.8099 -6.1815 -4.6166
C -16.4050 -13.9882 -0.9283
C -17.1590 -7.3597 0.0490
C -13.9621 -11.0135 -1.3845
C -20.1005 -9.1328 -1.0145
C -20.4748 -12.0396 -5.0719
C -16.8460 -13.0802 -1.8809
C -18.4016 -8.1348 -0.0104
C -19.7415 -12.7379 -3.9883
C -15.1468 -6.8178 -0.5107
C -20.4505 -6.7858 -7.6284
C -16.8305 -6.7236 1.2385
C -22.1525 -7.1433 -9.3748
C -14.7712 -3.9208 -5.3038
C -19.2152 -8.3638 1.0678
C -14.8952 -12.1011 -1.3475
C -16.2654 -4.0714 -4.8847
C -22.0163 -8.5394 -7.3975
C -20.9620 -6.5208 -8.8976
C -18.9265 -14.3400 -2.4921
H -14.8781 -3.6627 -6.3411
H -21.8456 -9.9193 -1.8114
H -17.5579 -6.4185 2.0393
H -12.9418 -11.3535 -1.0854
H -18.6966 -15.1672 -1.8926
H -19.8957 -12.0647 -6.0402
H -14.2905 -10.1929 -0.7271
H -20.6895 -9.6194 -2.9232
H -16.9417 -14.8681 -0.6086
H -20.7317 -11.0314 -4.8535
H -18.9661 -8.1536 2.0941
H -21.4244 -12.5645 -5.2588
H -16.9804 -3.8251 -5.6859
H -13.0672 -5.3597 -5.2204
H -14.1887 -3.1748 -4.6691
H -13.9385 -10.5947 -2.4163
H -16.4384 -3.5157 -3.9338
H -13.2536 -6.2122 -0.8162
H -13.9776 -6.9022 -2.2870
```

For the gap between HOMO and LUMO, the calculation gives 5.97 eV. For the energy above the lowest of the compared OMol25 structures with the same formula, charge and spin, the calculation gives 226.0 kJ/mol. The value obtained for the LUMO energy is -0.22 eV. Its charge is 0.



no.,E_tot (Ha)
1,-1544.783598
2,-3207.256798
3,-1167.001390
4,-2223.517525
5,-2634.205949
6,-2313.339209
7,-3041.018725
8,-4581.874294